No. 1
The following is a quantum chemistry calculation of a 8-piece molecular cluster, C68H77F2N8O19Si overall in a non-equilibrium geometry, from the Open Molecules 2025 dataset.

## Properties
Strongest force on any atom ... 1.4 eV Å⁻¹
Highest occupied orbital energy ... -11.0 eV
LUMO energy ... -2.845 eV

Geometry as ORCA input:
```
! wB97M-V def2-TZVPD RIJCOSX def2/J DEFGRID3
* xyz 1 1
C 1.255 -2.324 4.859
C 2.117 -2.961 4.068
C 2.720 -2.402 2.792
C 2.943 -0.869 2.785
O 2.204 -0.101 1.858
C 2.088 -0.694 0.576
C 3.478 -0.877 -0.030
C 4.325 0.412 0.087
C 3.593 1.710 -0.259
C 4.433 2.940 0.126
C 4.548 3.132 1.632
O 3.451 3.916 2.074
C 3.029 3.571 3.373
C 1.198 -1.954 0.771
C -0.025 -1.473 1.599
C -1.230 -2.396 1.691
O -2.323 -1.974 1.948
C 0.723 -2.491 -0.590
F 0.134 -3.724 -0.399
F 1.817 -2.777 -1.388
C -0.198 -1.560 -1.382
C -1.594 -2.111 -1.706
Si -2.703 -0.649 -2.248
C -4.044 -1.242 -3.414
C -1.634 0.642 -3.106
C -3.395 0.060 -0.654
C -4.509 -0.526 -0.046
C -5.011 -0.045 1.153
C -4.399 1.032 1.779
C -3.303 1.637 1.183
C -2.802 1.158 -0.022
N 1.902 -2.992 1.632
C 2.704 -4.043 0.922
O 2.840 -5.122 1.820
O 4.233 -5.387 2.008
H 1.201 -1.244 4.954
H 0.585 -2.899 5.488
H 2.458 -3.955 4.349
H 3.715 -2.841 2.712
H 4.009 -0.679 2.654
H 2.705 -0.469 3.764
H 1.528 0.019 -0.026
H 3.425 -1.121 -1.090
H 4.049 -1.679 0.444
H 5.124 0.301 -0.653
H 4.825 0.469 1.054
H 3.447 1.735 -1.342
H 2.651 1.821 0.281
H 3.897 3.818 -0.244
H 5.405 2.932 -0.372
H 4.532 2.179 2.175
H 5.494 3.623 1.891
H 3.858 3.587 4.090
H 2.285 4.297 3.698
H 2.568 2.574 3.392
H 0.283 -1.312 2.634
H -0.372 -0.499 1.254
H -1.084 -3.487 1.568
H -0.277 -0.582 -0.906
H 0.311 -1.391 -2.332
H -2.062 -2.582 -0.842
H -1.535 -2.813 -2.540
H -5.021 -1.318 -2.940
H -3.763 -2.229 -3.793
H -4.111 -0.594 -4.289
H -0.887 0.160 -3.741
H -2.271 1.283 -3.714
H -1.105 1.258 -2.376
H -4.989 -1.376 -0.519
H -5.869 -0.525 1.605
H -4.778 1.397 2.725
H -2.832 2.484 1.668
H -1.947 1.666 -0.454
H 1.155 -3.519 2.099
H 3.693 -3.693 0.646
H 2.201 -4.415 0.040
H 4.372 -5.179 2.946
C 4.725 0.383 10.045
C 4.873 -0.921 9.587
C 4.791 -1.195 8.233
C 4.565 -0.142 7.361
C 4.409 1.163 7.795
C 4.491 1.420 9.151
N 4.496 -0.414 5.925
O 4.608 -1.569 5.543
O 4.324 0.523 5.167
H 4.798 0.592 11.104
H 5.055 -1.726 10.286
H 4.906 -2.202 7.864
H 4.231 1.968 7.097
H 4.372 2.428 9.507
C 2.487 -8.254 1.740
C 1.199 -8.483 2.205
C 0.706 -9.775 2.296
C 1.525 -10.821 1.917
C 2.809 -10.621 1.446
C 3.289 -9.323 1.358
N 1.014 -12.201 2.029
O -0.123 -12.345 2.427
O 1.764 -13.102 1.718
H 2.867 -7.248 1.675
H 0.572 -7.651 2.502
H -0.294 -9.967 2.656
H 3.421 -11.461 1.156
H 4.292 -9.147 0.994
C 0.790 5.704 -5.145
C 0.028 5.913 -6.287
C -1.227 5.337 -6.400
C -1.696 4.564 -5.355
C -0.951 4.336 -4.211
C 0.303 4.914 -4.111
N -3.040 3.977 -5.461
O -3.671 4.181 -6.476
O -3.455 3.322 -4.520
H 1.768 6.161 -5.059
H 0.406 6.527 -7.092
H -1.823 5.494 -7.286
H -1.338 3.725 -3.409
H 0.900 4.751 -3.223
C 1.417 -6.529 -3.511
C 1.341 -7.662 -4.310
C 0.106 -8.153 -4.706
C -1.034 -7.491 -4.291
C -0.982 -6.366 -3.491
C 0.257 -5.885 -3.100
N -2.352 -7.994 -4.723
O -2.373 -8.994 -5.407
O -3.331 -7.372 -4.365
H 2.384 -6.147 -3.209
H 2.244 -8.164 -4.630
H 0.031 -9.032 -5.328
H -1.893 -5.875 -3.182
H 0.313 -5.005 -2.476
C -7.457 7.927 -8.826
C -6.557 8.970 -8.653
C -5.194 8.727 -8.696
C -4.760 7.432 -8.916
C -5.638 6.377 -9.084
C -6.998 6.633 -9.037
N -3.315 7.168 -8.978
O -2.556 8.098 -8.797
O -2.960 6.026 -9.202
H -8.520 8.122 -8.796
H -6.917 9.976 -8.488
H -4.483 9.528 -8.564
H -5.265 5.377 -9.248
H -7.701 5.822 -9.168
C 4.542 8.467 11.155
C 5.638 7.626 11.303
C 5.725 6.461 10.559
C 4.704 6.164 9.674
C 3.602 6.984 9.514
C 3.526 8.145 10.265
N 4.800 4.939 8.870
O 5.762 4.215 9.040
O 3.907 4.702 8.077
H 4.481 9.378 11.734
H 6.427 7.879 11.997
H 6.571 5.799 10.664
H 2.820 6.722 8.817
H 2.673 8.800 10.153
C -6.528 1.816 -5.480
C -7.285 2.034 -6.624
C -8.547 1.473 -6.742
C -9.028 0.700 -5.701
C -8.292 0.465 -4.556
C -7.031 1.030 -4.451
N -10.377 0.115 -5.812
O -10.996 0.320 -6.835
O -10.786 -0.535 -4.872
H -5.547 2.263 -5.390
H -6.891 2.646 -7.424
H -9.147 1.633 -7.625
H -8.696 -0.146 -3.763
H -6.437 0.862 -3.562
*
```

No. 2
The following is a quantum chemistry calculation of a 13-piece molecular cluster, C69H161N8O28P5 overall in a non-equilibrium geometry, from the Open Molecules 2025 dataset.

## Properties
Strongest force on any atom ... 4.0 eV Å⁻¹
Highest occupied orbital energy ... -7.8 eV
LUMO energy ... 0.113 eV

Geometry as ORCA input:
```
! wB97M-V def2-TZVPD RIJCOSX def2/J DEFGRID3
* xyz 0 1
C 17.166 -32.657 -6.021
C 16.815 -32.588 -7.533
O 17.272 -33.477 -8.243
N 16.006 -31.665 -7.985
C 15.269 -30.719 -7.150
H 17.615 -31.784 -5.546
H 17.961 -33.399 -5.937
H 16.341 -32.928 -5.362
H 15.743 -31.714 -8.959
H 15.772 -30.241 -6.309
H 14.275 -31.072 -6.877
H 14.949 -29.865 -7.748
C 19.619 -26.433 -0.679
C 20.242 -27.736 -1.223
O 20.309 -27.906 -2.446
N 20.679 -28.602 -0.352
C 21.430 -29.858 -0.623
H 18.771 -26.775 -0.085
H 19.392 -25.735 -1.485
H 20.383 -25.872 -0.141
H 20.777 -28.236 0.585
H 20.870 -30.560 -1.240
H 21.983 -30.275 0.218
H 22.300 -29.463 -1.149
C 20.138 -21.765 -6.100
C 19.843 -23.187 -5.683
O 18.820 -23.708 -6.086
N 20.666 -23.734 -4.810
C 20.490 -25.003 -4.139
H 20.887 -21.370 -5.415
H 19.279 -21.094 -6.121
H 20.504 -21.769 -7.127
H 21.383 -23.156 -4.394
H 20.651 -24.953 -3.062
H 21.190 -25.691 -4.611
H 19.507 -25.473 -4.182
C 13.301 -26.540 1.162
O 12.144 -25.926 0.629
P 10.851 -26.655 -0.063
O 11.066 -27.625 -1.151
O 10.059 -27.236 1.239
C 9.799 -26.404 2.360
O 9.787 -25.452 -0.452
C 9.909 -24.731 -1.615
H 13.178 -26.763 2.222
H 14.234 -25.990 1.037
H 13.476 -27.536 0.756
H 10.169 -25.382 2.274
H 10.271 -26.872 3.223
H 8.755 -26.481 2.662
H 8.962 -24.641 -2.146
H 10.787 -24.976 -2.213
H 9.985 -23.701 -1.266
C 13.339 -18.537 2.259
O 12.833 -19.050 1.011
P 13.321 -20.518 0.526
O 14.754 -20.909 0.748
O 12.207 -21.493 1.220
C 12.157 -22.887 0.908
O 12.913 -20.514 -1.027
C 13.815 -19.996 -1.957
H 12.554 -18.581 3.015
H 13.766 -17.545 2.112
H 14.151 -19.148 2.653
H 11.121 -23.214 0.819
H 12.558 -23.520 1.700
H 12.605 -23.059 -0.070
H 13.423 -19.702 -2.931
H 14.466 -20.827 -2.228
H 14.511 -19.239 -1.595
C 17.020 -19.212 -8.887
O 15.634 -19.836 -8.895
P 15.229 -20.836 -10.130
O 15.426 -20.166 -11.434
O 16.063 -22.208 -9.787
C 15.920 -22.874 -8.544
O 13.646 -21.244 -9.800
C 13.008 -22.278 -10.526
H 17.769 -19.862 -8.435
H 16.909 -18.301 -8.299
H 17.425 -18.972 -9.870
H 15.179 -22.444 -7.871
H 16.829 -22.954 -7.949
H 15.817 -23.941 -8.741
H 13.682 -22.787 -11.215
H 12.076 -21.939 -10.979
H 12.772 -23.113 -9.867
C 17.651 -19.551 -1.821
O 17.528 -19.644 -3.223
P 16.864 -18.540 -4.208
O 15.475 -18.127 -3.842
O 18.083 -17.433 -4.240
C 19.267 -17.742 -4.921
O 16.980 -19.322 -5.634
C 16.103 -20.429 -5.737
H 17.806 -18.539 -1.447
H 18.505 -20.099 -1.422
H 16.820 -19.918 -1.218
H 19.213 -17.340 -5.933
H 19.440 -18.816 -4.991
H 20.121 -17.347 -4.370
H 16.745 -21.199 -6.163
H 15.325 -20.207 -6.468
H 15.751 -20.727 -4.749
C 13.549 -30.183 -1.296
O 14.933 -30.334 -1.689
P 15.416 -31.270 -2.875
O 14.481 -31.429 -4.010
O 16.804 -30.609 -3.291
C 17.893 -30.410 -2.400
O 15.914 -32.643 -2.216
C 14.971 -33.388 -1.476
H 12.863 -30.664 -1.993
H 13.313 -29.120 -1.348
H 13.368 -30.498 -0.269
H 18.246 -31.365 -2.010
H 17.621 -29.752 -1.575
H 18.714 -30.045 -3.017
H 13.929 -33.177 -1.719
H 15.031 -33.480 -0.392
H 15.083 -34.399 -1.866
C 14.787 -23.608 3.912
C 16.302 -23.659 3.946
C 16.814 -25.124 3.837
C 18.321 -25.275 3.410
C 18.550 -24.516 2.097
C 18.179 -23.057 2.206
N 16.798 -22.872 2.768
O 16.427 -21.567 2.819
C 19.294 -22.344 3.094
C 18.203 -22.539 0.746
C 16.785 -23.226 5.316
H 14.370 -22.602 3.848
H 14.332 -24.141 4.747
H 14.358 -24.075 3.026
H 16.843 -25.575 4.829
H 16.232 -25.805 3.217
H 18.642 -26.305 3.254
H 18.910 -24.934 4.262
H 17.909 -25.060 1.404
H 19.555 -24.648 1.695
H 18.867 -21.524 3.672
H 19.913 -23.069 3.623
H 20.008 -21.833 2.448
H 17.590 -23.164 0.097
H 17.810 -21.523 0.714
H 19.174 -22.531 0.249
H 16.396 -23.839 6.129
H 16.406 -22.210 5.427
H 17.849 -23.051 5.475
H 15.696 -21.485 2.203
C 12.389 -19.733 -6.169
C 11.015 -20.423 -5.818
C 10.051 -20.473 -7.103
C 10.091 -21.744 -7.913
C 10.178 -23.052 -7.068
C 11.375 -22.976 -6.050
N 11.133 -21.789 -5.225
O 11.881 -21.829 -4.052
C 11.232 -24.240 -5.187
C 12.755 -23.058 -6.807
C 10.385 -19.478 -4.751
H 13.018 -19.830 -5.285
H 12.269 -18.669 -6.375
H 12.698 -20.187 -7.111
H 9.031 -20.261 -6.782
H 10.405 -19.728 -7.816
H 10.887 -21.738 -8.657
H 9.203 -21.689 -8.543
H 10.211 -23.791 -7.869
H 9.266 -23.300 -6.526
H 10.234 -24.474 -4.818
H 11.576 -25.055 -5.823
H 11.854 -24.192 -4.293
H 13.588 -22.996 -6.107
H 12.833 -24.029 -7.296
H 12.899 -22.228 -7.498
H 10.111 -18.480 -5.094
H 11.070 -19.267 -3.930
H 9.528 -19.931 -4.255
H 11.254 -21.872 -3.326
C 15.121 -30.522 3.965
C 15.937 -30.977 2.696
C 15.670 -29.967 1.589
C 16.427 -28.626 1.722
C 17.924 -28.930 1.828
C 18.226 -29.936 2.993
N 17.395 -31.106 2.905
O 17.673 -32.039 3.934
C 19.729 -30.394 2.749
C 18.134 -29.119 4.323
C 15.392 -32.316 2.172
H 15.728 -30.178 4.802
H 14.695 -31.399 4.452
H 14.300 -29.843 3.736
H 15.992 -30.316 0.608
H 14.635 -29.678 1.403
H 16.073 -28.249 2.681
H 16.171 -27.896 0.954
H 18.548 -28.037 1.866
H 18.259 -29.319 0.866
H 20.323 -29.621 2.263
H 20.195 -30.560 3.720
H 19.821 -31.314 2.171
H 18.127 -29.726 5.228
H 18.946 -28.392 4.337
H 17.273 -28.451 4.336
H 15.800 -32.584 1.197
H 14.325 -32.326 1.952
H 15.524 -33.044 2.973
H 17.792 -32.905 3.536
C 9.218 -28.856 -3.695
C 9.776 -28.540 -5.106
C 11.338 -28.173 -5.124
C 12.248 -29.455 -5.039
C 11.716 -30.485 -6.066
C 10.208 -30.853 -6.065
N 9.477 -29.587 -6.084
O 8.126 -29.740 -6.423
C 10.047 -31.757 -7.335
C 9.888 -31.748 -4.898
C 9.084 -27.233 -5.486
H 8.299 -29.432 -3.797
H 8.928 -28.055 -3.015
H 9.907 -29.514 -3.165
H 11.552 -27.597 -6.024
H 11.632 -27.559 -4.274
H 12.222 -29.963 -4.076
H 13.295 -29.313 -5.308
H 12.259 -31.398 -5.824
H 11.896 -30.092 -7.067
H 10.558 -32.719 -7.307
H 8.984 -31.888 -7.538
H 10.496 -31.227 -8.175
H 10.457 -32.668 -4.769
H 10.023 -31.262 -3.932
H 8.829 -32.008 -4.878
H 9.353 -26.389 -4.851
H 8.002 -27.327 -5.398
H 9.266 -26.853 -6.491
H 8.188 -29.682 -7.379
C 16.911 -26.530 -6.093
C 15.994 -26.229 -4.893
C 16.446 -27.213 -3.813
C 15.880 -26.963 -2.466
C 16.228 -25.491 -2.092
C 15.804 -24.378 -3.098
N 16.249 -24.815 -4.438
O 16.172 -23.899 -5.460
C 14.275 -24.193 -2.939
C 16.570 -23.096 -2.798
C 14.481 -26.522 -5.243
H 16.896 -27.580 -6.385
H 17.957 -26.273 -5.922
H 16.554 -26.031 -6.993
H 15.991 -28.160 -4.105
H 17.525 -27.367 -3.828
H 16.413 -27.639 -1.798
H 14.818 -27.207 -2.459
H 17.236 -25.370 -1.695
H 15.660 -25.177 -1.216
H 13.920 -23.670 -3.827
H 13.638 -25.064 -2.785
H 13.936 -23.589 -2.096
H 17.628 -23.252 -2.591
H 16.436 -22.394 -3.621
H 16.195 -22.639 -1.881
H 14.482 -27.387 -5.907
H 14.077 -25.745 -5.893
H 13.764 -26.878 -4.504
H 17.099 -23.726 -5.639
*
```